(A)
Entry from the Open Molecules 2025 dataset: a 2-piece molecular cluster, C6H11NO2 overall (ωB97M-V/def2-TZVPD).

Positions of all 20 atoms, in Å:
1 C -0.7972 0.2410 1.5850
2 N -1.1520 0.0617 0.1836
3 C -2.1042 1.0599 -0.2816
4 C -1.3449 -1.2392 -0.2623
5 O -0.8810 -2.2296 0.2411
6 H -0.1405 -0.5772 1.8680
7 H -1.6533 0.1655 2.2561
8 H -0.3040 1.2069 1.6977
9 H -2.9590 1.1260 0.3970
10 H -1.6177 2.0368 -0.3204
11 H -2.5045 0.7880 -1.2563
12 H -1.8402 -1.2769 -1.2473
13 C 2.2377 1.2533 -0.6505
14 C 1.7756 0.0330 -0.4504
15 C 2.0045 -1.3486 -0.7775
16 O 1.9000 -0.9586 0.5987
17 H 2.7832 1.4526 -1.5576
18 H 2.4072 1.9521 0.1510
19 H 2.9781 -1.7877 -0.9732
20 H 1.2123 -1.9589 -1.2008

Properties
Orbital gap   10.028 eV
HOMO energy   -9.15 eV
LUMO   0.9 eV
Total charge   0

(B)
Entry from the Open Molecules 2025 dataset: C6H11NO2 as an isolated structure (ωB97M-V/def2-TZVPD).

Positions of all 20 atoms, in Å:
1 C 0.0861 -1.7539 -1.2990
2 C -0.2478 -0.8188 -0.1026
3 C -1.6352 -0.0468 -0.6565
4 C -0.5772 1.3776 0.9272
5 C 0.3474 0.0356 0.9023
6 C 1.9471 0.1525 0.8938
7 H 1.3054 -1.9830 -1.5582
8 H -0.5541 -2.7917 -1.0021
9 H -0.2666 -1.2809 -2.3330
10 H -2.3604 -1.0293 -0.5339
11 H -1.3048 0.3747 -1.5483
12 H -2.7569 1.1857 0.8572
13 H 0.0293 2.3987 0.3761
14 H -1.2321 1.7255 1.9189
15 H 2.1739 -0.8704 0.0238
16 H 2.4604 0.0704 1.9655
17 H 2.2363 1.7147 -0.5869
18 N -1.7473 1.0876 0.0779
19 O 2.3424 1.5765 0.3795
20 O -0.2457 -1.1248 1.2982

Properties
Orbital gap   8.949 eV
HOMO energy   -8.33 eV
LUMO   0.6 eV
Total charge   0

In terms of stability, (A) leads; the second structure lies 4.774 eV higher.

(A)
Entry from the Open Molecules 2025 dataset: one molecule with the formula C5H10 (ωB97M-V/def2-TZVPD).

Positions of all 15 atoms, in Å:
1 C 2.0692 0.3119 0.0099
2 C 0.8134 -0.6861 -0.0774
3 C -0.4952 -0.1209 0.5011
4 C -1.3842 0.8681 -0.1430
5 C -1.8340 -0.5481 -0.1323
6 H 2.9819 -0.1929 -0.3951
7 H 2.2309 0.6441 1.0173
8 H 1.9023 1.1993 -0.6416
9 H 0.7031 -0.8799 -1.1520
10 H 0.9274 -1.6558 0.3517
11 H -0.5087 -0.0727 1.6221
12 H -1.1276 1.4028 -1.1340
13 H -1.8594 1.5355 0.5650
14 H -2.5937 -0.6534 0.6323
15 H -1.8254 -1.1518 -1.0240

Properties
Orbital gap   11.212 eV
HOMO energy   -9.91 eV
LUMO   1.3 eV
Total charge   0

(B)
Entry from the Open Molecules 2025 dataset: a 3-piece molecular cluster, C5H10 overall (ωB97M-V/def2-TZVPD).

Positions of all 15 atoms, in Å:
1 C -0.5822 1.3725 -0.0538
2 C -0.4471 -0.0104 -0.4806
3 C -1.2165 -1.0436 0.3461
4 C 0.9960 -0.5493 -0.5076
5 C 1.9830 0.0241 0.3184
6 H -0.6218 1.4345 1.1356
7 H -1.6362 1.8536 -0.6366
8 H 0.1670 2.0954 -0.5469
9 H -0.6002 -0.0814 -1.5843
10 H -0.9872 -2.0244 0.1373
11 H -2.2990 -1.0076 0.3936
12 H -0.8637 -0.9615 1.4017
13 H 1.2178 -1.7788 -1.2438
14 H 3.0273 -0.5700 0.1980
15 H 1.8629 1.2469 1.1230

Properties
Orbital gap   10.445 eV
HOMO energy   -9.41 eV
LUMO   1.0 eV
Total charge   0

(C)
Entry from the Open Molecules 2025 dataset: a 2-piece molecular cluster, C5H10 overall (ωB97M-V/def2-TZVPD).

Positions of all 15 atoms, in Å:
1 C -0.5251 3.4502 1.3579
2 C -1.4936 2.6513 0.8289
3 C -1.4455 2.0281 -0.5942
4 H -0.7029 4.3077 2.0316
5 H 0.3563 2.8749 1.3109
6 H -2.3252 2.3863 1.4731
7 H -2.4412 1.3762 -0.7702
8 H -1.3425 2.9166 -1.4211
9 H -0.5582 1.3455 -0.5663
10 C 1.2711 -4.2132 -1.1784
11 C 2.1862 -3.7499 -0.2232
12 H 1.0920 -3.5855 -2.1285
13 H 0.7397 -5.1528 -1.0576
14 H 2.6183 -2.8285 -0.3180
15 H 2.6045 -4.6391 0.3000

Properties
Orbital gap   9.273 eV
HOMO energy   -8.35 eV
LUMO   0.9 eV
Total charge   0

(D)
Entry from the Open Molecules 2025 dataset: C5H10 as an isolated structure (ωB97M-V/def2-TZVPD).

Positions of all 15 atoms, in Å:
1 C 1.8934 -0.0701 0.2738
2 C 0.4671 0.1370 0.6966
3 C -0.4869 -0.9955 0.3631
4 C -1.5989 -0.0963 -0.1602
5 C -0.6641 0.9999 -0.6398
6 H 2.5032 0.8318 0.3641
7 H 2.3518 -0.8317 0.9247
8 H 1.9706 -0.4642 -0.7544
9 H 0.0254 1.1801 0.6588
10 H -0.0794 -1.5919 -0.4750
11 H -0.7504 -1.6935 1.1668
12 H -2.2042 0.2610 0.6813
13 H -2.2587 -0.5124 -0.9206
14 H -1.0687 2.0325 -0.6357
15 H -0.1001 0.8133 -1.5435

Properties
Orbital gap   8.978 eV
HOMO energy   -7.71 eV
LUMO   1.3 eV
Total charge   0

In terms of stability, (A) leads; the second structure lies 2.481 eV higher.

(A)
Entry from the Open Molecules 2025 dataset: a 12-piece molecular cluster, C12H48N24O12 overall (ωB97M-V/def2-TZVPD).

Positions of all 96 atoms, in Å:
1 N 1.9409 5.4271 -0.5937
2 C 1.0662 4.4008 -0.4498
3 N 1.3019 3.5951 0.6321
4 O 0.1422 4.2147 -1.2375
5 H 1.7746 5.8995 -1.4683
6 H 2.6774 5.7002 0.0240
7 H 1.9168 3.8822 1.3691
8 H 0.6514 2.8451 0.7890
9 N -0.3714 -5.4055 -1.5988
10 C -0.5503 -4.6681 -0.4388
11 N 0.6043 -4.1229 0.0195
12 O -1.6665 -4.5318 0.0572
13 H 0.4711 -5.3300 -2.1326
14 H -1.1566 -5.9821 -1.8409
15 H 1.4664 -4.3731 -0.4175
16 H 0.5708 -3.5110 0.8215
17 N -0.0722 3.1447 -3.9012
18 C 1.1441 2.6606 -4.3404
19 N 1.9285 2.4704 -3.2416
20 O 1.4185 2.4120 -5.5031
21 H -0.2044 3.2640 -2.9051
22 H -0.8002 3.3053 -4.5707
23 H 2.8016 2.0228 -3.4754
24 H 1.5635 2.3180 -2.3170
25 N -2.6810 -3.5820 2.4160
26 C -3.0554 -2.2993 2.6479
27 N -2.9932 -1.5012 1.5379
28 O -3.3890 -1.8979 3.7729
29 H -2.2443 -3.8419 1.5112
30 H -2.4068 -4.0374 3.2711
31 H -3.2990 -0.5587 1.7323
32 H -2.2362 -1.6158 0.8879
33 N -1.8039 4.3740 1.5183
34 C -1.8776 3.4604 2.5263
35 N -2.2877 3.9107 3.7206
36 O -1.8371 2.2462 2.2454
37 H -1.7509 5.3563 1.7190
38 H -1.5857 4.0895 0.5752
39 H -2.3554 4.8767 3.9901
40 H -2.2097 3.3048 4.5486
41 N -0.1177 0.2435 0.8209
42 C 0.1135 0.0060 -0.4796
43 N 0.6587 -1.2122 -0.7213
44 O -0.1367 0.8864 -1.3344
45 H 0.1920 -0.3478 1.5770
46 H -0.6381 1.0402 1.1745
47 H 1.1060 -1.5959 0.0932
48 H 0.9821 -1.4215 -1.6560
49 N -2.7344 0.2779 3.9808
50 C -2.6624 0.8477 5.2062
51 N -3.5389 0.4558 6.1442
52 O -1.8230 1.7397 5.4585
53 H -3.5877 -0.2105 3.7421
54 H -2.2841 0.7831 3.2203
55 H -4.3366 -0.0633 5.8174
56 H -3.4834 0.8926 7.0436
57 N 3.4340 -0.2238 0.1322
58 C 4.4307 0.5750 -0.3068
59 N 4.5498 0.5855 -1.6705
60 O 5.1551 1.2667 0.4101
61 H 3.2776 -0.2815 1.1229
62 H 3.1012 -0.9804 -0.4417
63 H 3.8419 0.1848 -2.2626
64 H 5.3508 1.1127 -1.9695
65 N -0.3221 -0.3375 -3.8837
66 C 0.8396 -0.8349 -4.3660
67 N 0.8067 -1.0708 -5.7028
68 O 1.8709 -1.0545 -3.7057
69 H -1.0495 -0.2608 -4.5677
70 H -0.2715 0.2488 -3.0444
71 H 1.5684 -1.5180 -6.1755
72 H -0.0407 -0.8910 -6.2051
73 N -3.0831 2.6799 -2.7028
74 C -3.6762 2.4189 -1.5113
75 N -2.8075 1.9249 -0.5667
76 O -4.7921 2.8345 -1.2157
77 H -2.2251 2.1798 -2.8617
78 H -3.4932 3.3256 -3.3473
79 H -3.1359 2.0413 0.3771
80 H -1.8288 1.6805 -0.6932
81 N 4.1225 -4.8170 -1.8095
82 C 3.3539 -3.7021 -2.0084
83 N 2.6927 -3.6345 -3.1809
84 O 3.2146 -2.8116 -1.1657
85 H 4.5145 -4.8239 -0.8803
86 H 4.3864 -5.5439 -2.4437
87 H 2.0273 -2.8570 -3.1911
88 H 2.4108 -4.5296 -3.5479
89 N -0.6162 -1.8562 4.2905
90 C 0.3495 -2.1657 3.4103
91 N 1.5610 -2.5049 3.9600
92 O 0.0982 -2.2913 2.2082
93 H -0.4295 -1.5857 5.2426
94 H -1.4762 -1.4084 3.9989
95 H 2.3198 -2.7027 3.3365
96 H 1.6547 -2.6150 4.9504

Properties
Orbital gap   9.027 eV
HOMO energy   -8.90 eV
LUMO   0.1 eV
Total charge   0

(B)
Entry from the Open Molecules 2025 dataset: a 12-piece molecular cluster, C12H48N24O12 overall (ωB97M-V/def2-TZVPD).

Positions of all 96 atoms, in Å:
1 N -3.0736 -9.3020 2.3236
2 C -3.4317 -10.0069 3.3345
3 N -2.8960 -11.1813 3.2658
4 O -4.3362 -9.6362 4.1007
5 H -2.3581 -9.4912 1.6363
6 H -3.3599 -8.3377 2.2324
7 H -3.4101 -11.8352 3.8388
8 H -2.0206 -11.3455 2.7896
9 N -3.1732 3.4682 7.8616
10 C -2.4073 2.4531 7.9046
11 N -2.3881 1.9099 9.1104
12 O -1.7391 2.0716 6.9163
13 H -2.9307 4.2902 7.3271
14 H -3.5646 3.6704 8.7704
15 H -1.7252 1.1498 9.1640
16 H -2.6444 2.4358 9.9338
17 N 5.5026 -4.0224 -2.6711
18 C 6.1673 -2.9726 -2.9797
19 N 5.5642 -1.8536 -2.6239
20 O 7.3194 -3.1064 -3.3794
21 H 4.9160 -4.1037 -1.8530
22 H 5.6697 -4.8569 -3.2149
23 H 6.0055 -1.0350 -3.0180
24 H 4.6102 -2.0381 -2.3484
25 N -4.5554 -3.7398 6.8533
26 C -5.5617 -3.1347 7.2394
27 N -6.3211 -2.7576 6.2948
28 O -5.6922 -2.8128 8.3185
29 H -4.0921 -4.2694 7.5778
30 H -4.4012 -4.0247 5.8967
31 H -7.2797 -2.5146 6.5000
32 H -6.0136 -2.8003 5.3337
33 N 7.2095 4.1252 0.6509
34 C 6.2224 4.5335 -0.1237
35 N 5.3682 5.2556 0.6142
36 O 6.3570 4.4463 -1.3670
37 H 7.0434 4.0568 1.6448
38 H 8.0141 3.6201 0.3080
39 H 4.5363 5.6008 0.1573
40 H 5.5524 5.5143 1.5730
41 N -0.0863 1.1200 0.1774
42 C 0.0548 -0.0519 -0.4401
43 N -0.2616 -0.9807 0.3973
44 O 0.2829 -0.1503 -1.6607
45 H -0.0367 1.9065 -0.4543
46 H -0.2997 1.1337 1.1645
47 H -0.4697 -1.8603 -0.0533
48 H -0.6519 -0.7384 1.2968
49 N 4.8748 2.0680 -6.9752
50 C 5.0733 1.4962 -8.1381
51 N 6.2400 1.6174 -8.5517
52 O 4.1764 0.9938 -8.7845
53 H 4.3789 1.5596 -6.2572
54 H 5.5883 2.7403 -6.7323
55 H 6.5715 0.9050 -9.1863
56 H 6.8034 2.0484 -7.8328
57 N -1.5964 10.5942 -1.4266
58 C -1.6735 10.5718 -0.1534
59 N -1.8151 9.4574 0.4319
60 O -1.4946 11.5728 0.4903
61 H -1.5227 11.3933 -2.0397
62 H -1.5451 9.6473 -1.7743
63 H -1.8712 9.4044 1.4390
64 H -1.8765 8.6899 -0.2218
65 N 0.2142 6.5727 -6.6096
66 C -0.5732 6.0523 -5.7251
67 N -1.7800 5.9282 -6.1488
68 O -0.1433 5.6457 -4.6475
69 H -0.0545 6.8987 -7.5270
70 H 1.0993 6.8642 -6.2202
71 H -2.0061 6.0815 -7.1212
72 H -2.4655 5.3875 -5.6411
73 N 2.0914 -6.0114 4.7694
74 C 3.1464 -6.7497 4.7774
75 N 4.0092 -6.6305 3.7892
76 O 3.1840 -7.7764 5.5237
77 H 1.4265 -6.2627 5.4869
78 H 1.7985 -5.7323 3.8439
79 H 4.6487 -7.4086 3.8634
80 H 4.3778 -5.7034 3.6320
81 N -0.3932 -5.8794 -4.6554
82 C -0.2467 -6.9190 -3.9468
83 N -0.1858 -7.9363 -4.7625
84 O -0.0825 -6.9241 -2.7367
85 H -0.0707 -4.9783 -4.3326
86 H -0.4760 -6.1139 -5.6343
87 H -0.1045 -8.7566 -4.1788
88 H -0.6145 -7.8859 -5.6756
89 N -7.2102 4.2338 -2.2560
90 C -6.8684 4.6545 -1.0323
91 N -5.6038 4.4977 -0.6868
92 O -7.6252 5.4450 -0.4426
93 H -8.1992 4.2530 -2.4598
94 H -6.5858 3.6289 -2.7702
95 H -4.9189 4.0191 -1.2542
96 H -5.3139 4.9443 0.1714

Properties
Orbital gap   9.230 eV
HOMO energy   -9.34 eV
LUMO   -0.1 eV
Total charge   0

In terms of stability, (A) leads; the second structure lies 12.151 eV higher.

(A)
Entry from the Open Molecules 2025 dataset: a 2-piece molecular cluster, C4H10O2 overall (ωB97M-V/def2-TZVPD).

Positions of all 16 atoms, in Å:
1 O 1.3588 2.4516 2.3739
2 C 1.6365 1.6505 1.5216
3 O 1.3443 1.7234 0.2357
4 H 2.2289 0.8024 1.8575
5 H 0.9974 2.5512 0.0296
6 C -1.6943 -0.5619 0.2238
7 C -0.7444 -0.3879 -0.9587
8 C 0.3482 -1.4670 -1.0320
9 H -2.2999 -1.4667 0.1640
10 H -2.3569 0.3053 0.2453
11 H -1.2043 -0.6667 1.1950
12 H -0.3334 0.6045 -0.8818
13 H -1.3452 -0.4297 -1.8698
14 H 0.3119 -2.2070 -0.2343
15 H 0.4600 -1.9687 -1.9904
16 H 1.2925 -0.9332 -0.8794

Properties
Orbital gap   11.675 eV
HOMO energy   -10.92 eV
LUMO   0.8 eV
Total charge   0

(B)
Entry from the Open Molecules 2025 dataset: one molecule with the formula C4H10O2 (ωB97M-V/def2-TZVPD).

Positions of all 16 atoms, in Å:
1 C 0.5995 1.7825 -1.4594
2 C 0.1197 1.0992 -0.2102
3 O -1.3546 1.2118 -0.1701
4 C 0.4580 -0.3843 -0.1587
5 C -0.2558 -1.1616 0.9201
6 O 0.5132 -2.3459 1.2272
7 H 0.4100 2.8376 -1.3591
8 H 1.6903 1.6938 -1.5435
9 H 0.1560 1.4495 -2.3916
10 H 0.3848 1.5591 0.7397
11 H -1.6762 0.6811 -0.9073
12 H 1.5064 -0.4552 0.1424
13 H 0.4075 -0.9046 -1.1160
14 H -1.2907 -1.4537 0.7441
15 H -0.2664 -0.5599 1.8286
16 H -0.0730 -3.1050 1.1205

Properties
Orbital gap   11.020 eV
HOMO energy   -10.14 eV
LUMO   0.9 eV
Total charge   0

In terms of stability, (A) leads; the second structure lies 0.246 eV higher.